No. 1
100
Properties=species:S:1:pos:R:3:lowdin_spin:R:1 method="wB97M-V/def2-TZVPD" total_energy_ha=-3105.7710 multiplicity=8 total_charge=+1 s_squared=15.9409 homo_ev="-10.48 / -10.61" de_lowest_ev=9.122 homo_lumo_gap_ev="7.40 / 5.07"
O 0.84173 -1.63274 -1.15683 0.007
O 0.81495 -0.34116 -6.24808 0.000
C 2.28786 -1.89613 -1.33174 0.003
C 2.81724 -3.02066 -0.45821 0.001
H 2.76791 -0.95604 -1.04172 0.001
H 2.47581 -2.08321 -2.39625 0.000
H 2.60501 -2.85984 0.61303 0.001
H 3.90632 -3.09098 -0.57424 0.000
H 2.38161 -3.98796 -0.74660 0.000
C -0.05098 -2.77694 -1.33900 0.002
C -0.03767 -3.34233 -2.74060 0.000
H -1.04054 -2.38302 -1.10844 0.001
H 0.17054 -3.54113 -0.58074 0.000
H -0.45762 -2.60881 -3.44624 0.000
H -0.66454 -4.24373 -2.74917 0.000
H 0.98508 -3.60609 -3.03768 0.000
C -0.23742 0.25576 -7.02460 0.000
C 1.77620 -1.11496 -6.98129 0.000
C -1.54827 -0.50196 -6.89751 0.000
H 0.05390 0.33211 -8.08499 0.000
H -0.35792 1.26619 -6.61117 0.000
H -1.46096 -1.52247 -7.28446 0.000
H -2.32816 0.00616 -7.47102 0.000
H -1.87025 -0.54872 -5.85217 0.000
C 1.20258 -2.26864 -7.79065 0.000
H 2.47035 -1.50039 -6.22496 0.000
H 2.32080 -0.43121 -7.65019 0.000
H 0.62942 -2.95962 -7.16497 0.000
H 2.02533 -2.83386 -8.23635 0.000
H 0.56669 -1.91955 -8.61094 0.000
H 1.42580 1.58619 -4.33035 0.000
N -1.03369 -1.01356 1.60079 0.016
C -1.83930 -0.48031 2.46506 0.012
C -2.42919 0.78249 2.23939 0.009
C -2.35599 1.66087 1.13180 0.009
C -2.16583 -1.08668 3.80265 0.018
H -1.40577 -1.63968 4.40372 0.003
H -2.96097 -1.86030 3.74945 0.003
H -2.45743 -0.31292 4.52231 0.006
C -3.23584 2.89174 1.08245 -0.001
H -3.88292 2.85508 0.17404 0.000
H -2.62222 3.82150 1.05443 0.001
H -3.86942 2.89097 1.98486 0.000
N -1.61020 1.40083 0.04049 -0.027
C -0.54126 -2.38360 1.78249 0.003
C 0.71314 -2.72806 2.39417 0.005
C 1.76696 -1.84232 3.00804 0.119
C 0.92983 -4.08628 2.64313 0.005
H 1.80124 -4.40166 3.25460 0.000
C -0.00810 -5.09224 2.28224 0.000
H 0.21671 -6.17115 2.46681 0.000
C -1.20927 -4.74265 1.66904 0.002
H -1.95327 -5.49362 1.36450 0.000
C -1.47396 -3.39675 1.40019 -0.001
C -2.81374 -3.03594 0.80807 0.000
C -1.83340 1.99098 -1.24252 0.004
C -1.21331 3.21079 -1.62019 0.000
C -0.26041 3.90543 -0.68236 0.011
C -1.55196 3.77947 -2.84384 0.001
H -1.11425 4.75256 -3.11935 0.000
C -2.42110 3.10717 -3.71654 -0.001
H -2.66732 3.55802 -4.68174 0.000
C -2.97506 1.87126 -3.36772 0.001
H -3.67048 1.34414 -4.04456 0.000
C -2.67697 1.29652 -2.14628 0.000
C -3.26980 -0.02238 -1.73245 0.000
Gd 0.26127 0.23397 0.04403 5.306
H 2.74403 -1.79534 2.49757 0.016
H 1.91727 -2.14975 4.04381 0.002
H 1.54772 -0.82055 2.98906 0.046
H -2.88005 -2.02212 0.40600 0.000
H -3.64676 -3.11927 1.53374 0.000
H -3.04912 -3.71306 -0.03362 0.000
H 0.26419 4.70517 -1.22878 0.000
H 0.51847 3.24427 -0.25473 0.014
H -0.77652 4.39711 0.15982 0.000
H -3.76685 0.01146 -0.75078 0.000
H -2.53114 -0.84305 -1.70703 0.000
H -4.02750 -0.32497 -2.46612 0.000
H -2.97144 1.21000 3.05889 0.000
C 1.45822 2.68892 -4.22872 0.000
Si 2.96626 3.51909 -4.97408 0.000
H 0.54973 3.08667 -4.70836 0.000
H 1.37911 2.92186 -3.15457 0.000
C 4.48522 2.41255 -4.94439 0.000
C 3.38452 5.10251 -4.04971 0.000
C 2.59192 4.02616 -6.74728 0.000
H 3.39732 4.66799 -7.13455 0.000
H 1.65166 4.59576 -6.79624 0.000
H 2.49921 3.15066 -7.40566 0.000
H 4.84084 2.26170 -3.91383 0.000
H 5.30265 2.87402 -5.52081 0.000
H 4.27165 1.42658 -5.38226 0.000
H 3.40166 4.93662 -2.96374 0.000
H 2.64606 5.88720 -4.26973 0.000
H 4.37499 5.47132 -4.35606 0.000
Cl 0.29976 -0.11467 4.24895 0.817
C 0.75621 1.06761 1.91673 0.531
H 0.08818 1.69765 2.45186 0.021
H 1.77804 1.03063 2.22471 0.035

***

No. 2
64
Properties=species:S:1:pos:R:3:lowdin_spin:R:1 method="wB97M-V/def2-TZVPD" total_energy_ha=-8372.9391 multiplicity=2 total_charge=+1 s_squared=0.7628 homo_ev="-9.42 / -9.40" de_lowest_ev=0.110 homo_lumo_gap_ev="6.39 / 6.39"
Co -0.17243 0.80023 0.42003 0.946
C -4.26331 -0.38550 -0.40944 0.000
C -2.97772 0.37202 -0.29994 0.000
N -2.19227 0.31969 0.70670 0.009
N -2.52829 -0.43018 1.79269 0.002
C -1.81964 -0.28805 2.95716 0.005
N -2.39079 -0.86846 4.02215 0.003
S -0.36717 0.52113 3.05149 0.035
C -2.53035 1.30892 -1.36235 0.003
C -3.42287 1.89772 -2.24229 0.001
C -2.95101 2.87600 -3.10733 -0.001
C -1.61447 3.22503 -3.05972 0.001
C -0.78898 2.56694 -2.15864 0.001
N -1.23193 1.62243 -1.34033 0.028
H -4.12429 -1.42046 -0.08891 0.000
H -4.61404 -0.40868 -1.43732 0.000
H -5.04946 0.06440 0.20299 0.000
H -3.44000 -0.86437 1.81419 0.000
H -3.33805 -1.20903 4.01705 0.000
H -1.92526 -0.77241 4.90870 0.001
H -4.46889 1.62573 -2.23775 0.000
H -3.62573 3.36678 -3.79546 0.000
H -1.20935 3.99432 -3.70104 0.000
H 0.26586 2.80576 -2.08879 0.000
Br -0.24736 5.73440 1.27025 0.000
C 1.21966 4.60388 0.91673 -0.001
C 2.50593 5.15182 0.79983 0.000
C 3.59064 4.36214 0.53093 0.000
Br 5.30300 5.15543 0.38798 0.000
C 3.43105 2.96956 0.35116 0.000
C 4.46212 2.05239 0.05154 -0.001
C 4.16563 0.72894 -0.11863 0.000
C 2.83442 0.29664 -0.00356 0.000
N 1.85149 1.11895 0.28123 -0.002
C 2.12856 2.44222 0.47102 0.000
C 0.98653 3.24377 0.78145 -0.001
O -0.16670 2.66945 0.89796 -0.014
H 2.63502 6.21779 0.92596 0.000
H 5.47881 2.40895 -0.04337 0.000
H 4.93899 0.00931 -0.34653 0.000
H 2.57800 -0.74338 -0.14916 0.000
C 1.49098 -4.36860 1.58554 0.000
C 0.78946 -3.30996 2.40741 0.000
N 0.48989 -2.16614 1.56293 -0.001
C 0.31163 -2.18570 0.22435 -0.002
N 0.04248 -1.05255 -0.39215 -0.011
C -0.07119 -1.06477 -1.85182 -0.001
C 0.66709 -2.21813 -2.49797 0.000
C 0.23065 -3.50136 -1.83426 0.000
N 0.45879 -3.38658 -0.40291 -0.001
C 0.65831 -4.62281 0.34589 0.000
H 1.60296 -5.28810 2.15846 0.000
H 2.48478 -4.02087 1.29544 0.000
H 1.41040 -2.96589 3.23352 0.000
H -0.13024 -3.72349 2.83554 0.000
H 0.40685 -1.25854 1.99882 -0.001
H 0.32688 -0.12356 -2.22670 0.000
H -1.12860 -1.09712 -2.14663 0.000
H 1.74387 -2.08984 -2.35995 0.000
H 0.46581 -2.24838 -3.56851 0.000
H 0.80920 -4.35093 -2.19703 0.000
H -0.82562 -3.70742 -2.04610 0.000
H 1.15692 -5.32855 -0.31782 0.000
H -0.30659 -5.06295 0.62532 0.000